No. 1
Entry from OMol25: a molecular structure, C19H40Br2F13GaN7O3P2S in a non-equilibrium geometry (ωB97M-V/def2-TZVPD).

- Strongest force on any atom: 9.23 eV Å⁻¹
- DFT total energy: -294121.2519 eV
- Highest occupied orbital energy: -5.615 eV
- Total charge: -1

Last column: Löwdin charge in e.
Element x y z (Å)
N 0.91 -0.31 -2.80  0.112
C 0.75 -0.68 -3.95  -0.381
O 0.86 -1.12 -5.29  -0.229
Ga 1.25 -2.99 -5.30  -0.197
Br -0.84 -4.19 -4.83  0.041
Br 2.71 -3.42 -3.42  0.158
C 1.93 -3.70 -7.11  -0.272
C 3.44 -3.29 -7.48  -0.159
C 4.54 -4.41 -7.04  -0.277
F 3.89 -5.18 -6.02  0.017
F 4.79 -5.17 -8.24  0.027
C 5.82 -3.59 -6.52  -0.211
F 5.38 -2.90 -5.33  0.033
F 6.09 -2.58 -7.48  0.073
C 7.09 -4.47 -6.07  -0.191
F 7.30 -4.32 -4.66  0.083
F 6.67 -5.85 -6.20  0.073
C 8.41 -4.34 -6.95  -0.279
F 9.15 -5.56 -6.74  0.044
F 8.14 -4.35 -8.37  0.071
S 9.58 -2.95 -6.54  1.005
F 8.41 -1.98 -5.87  -0.143
F 9.27 -2.29 -8.08  -0.189
F 10.84 -3.83 -7.27  -0.189
F 10.06 -3.61 -5.09  -0.155
F 10.68 -1.72 -6.29  -0.166
H 1.71 -4.83 -7.22  0.074
H 1.25 -3.20 -7.91  0.068
H 3.64 -2.26 -7.02  0.115
H 3.49 -3.19 -8.63  0.125
O -2.09 -2.60 -0.15  -0.292
P -2.66 -1.80 1.04  0.767
N -4.15 -1.46 0.21  -0.305
C -5.00 -0.29 0.35  -0.146
C -4.99 -2.64 -0.02  -0.153
N -1.57 -0.48 0.77  -0.332
C -1.99 0.87 0.42  -0.144
C -0.34 -0.77 0.01  -0.154
N -3.28 -0.94 2.47  -0.273
C -2.23 -0.53 3.43  -0.148
C -4.19 -1.80 3.27  -0.148
H -5.53 -0.25 1.31  0.066
H -5.76 -0.27 -0.44  0.079
H -4.47 0.65 0.23  0.048
H -5.50 -2.96 0.90  0.055
H -4.41 -3.49 -0.38  0.071
H -5.76 -2.44 -0.77  0.076
H -2.40 0.93 -0.59  0.086
H -1.14 1.56 0.47  0.081
H -2.70 1.27 1.15  0.056
H -0.53 -0.84 -1.06  0.042
H 0.12 -1.70 0.35  0.072
H 0.42 0.01 0.17  0.074
H -1.62 -1.39 3.74  0.085
H -2.68 -0.08 4.33  0.064
H -1.57 0.24 3.04  0.058
H -3.71 -2.74 3.54  0.082
H -5.12 -2.02 2.74  0.053
H -4.51 -1.29 4.19  0.077
O -1.36 2.83 3.96  -0.299
P -1.91 3.60 5.18  0.777
N -3.40 3.95 4.36  -0.303
C -4.25 5.12 4.53  -0.140
C -4.24 2.77 4.13  -0.139
N -0.82 4.93 4.90  -0.338
C -1.25 6.29 4.58  -0.153
C 0.39 4.66 4.13  -0.145
N -2.54 4.45 6.61  -0.274
C -1.49 4.86 7.58  -0.136
C -3.44 3.58 7.41  -0.140
H -4.78 5.14 5.49  0.070
H -5.02 5.15 3.75  0.083
H -3.72 6.06 4.41  0.048
H -4.74 2.44 5.05  0.061
H -3.66 1.93 3.75  0.048
H -5.02 2.97 3.39  0.082
H -1.68 6.35 3.58  0.086
H -0.41 6.98 4.62  0.079
H -1.96 6.68 5.31  0.065
H 0.19 4.60 3.06  0.083
H 0.86 3.72 4.46  0.072
H 1.15 5.44 4.29  0.076
H -0.87 4.01 7.88  0.086
H -1.94 5.31 8.47  0.081
H -0.83 5.64 7.19  0.067
H -2.95 2.64 7.68  0.085
H -4.36 3.35 6.88  0.056
H -3.75 4.08 8.33  0.083

=====

No. 2
Entry from OMol25: 2 unconnected molecules or ions with the total composition C6H16NO in a non-equilibrium geometry (ωB97M-V/def2-TZVPD).

- Strongest force on any atom: 1.32 eV Å⁻¹
- DFT total energy: -10012.3252 eV
- Energy relative to the best compared isomer or geometry (same formula, charge and spin): 22.76 kcal per mole
- Highest occupied orbital energy: -12.738 eV
- Total charge: +1

Last column: Löwdin charge in e.
Element x y z (Å)
C 0.77 -2.57 -0.89  -0.033
C 0.58 -1.08 -0.88  -0.337
C 0.18 -0.49 0.47  -0.154
C -1.32 -0.35 0.59  -0.126
C -1.99 0.73 0.97  -0.152
C -3.45 0.78 1.21  -0.093
N 1.81 -0.40 -1.49  0.234
H 1.35 -2.91 -0.02  0.098
H -0.18 -3.08 -0.81  0.096
H 1.31 -2.96 -1.75  0.093
H -0.22 -0.77 -1.56  0.153
H 0.56 0.52 0.54  0.091
H 0.53 -1.01 1.36  0.129
H -1.83 -1.30 0.45  0.120
H -1.47 1.68 1.06  0.107
H -3.92 -0.21 1.18  0.079
H -3.98 1.31 0.41  0.085
H -3.76 1.27 2.13  0.081
H 2.64 -0.81 -1.08  0.169
H 1.87 0.60 -1.32  0.152
H 1.79 -0.60 -2.49  0.174
H 3.09 2.75 0.89  0.051
H 1.72 3.36 0.73  0.046
O 2.35 2.80 0.26  -0.063

=====

No. 3
Entry from OMol25: 2 unconnected molecules or ions with the total composition C4H8NO3 in a non-equilibrium geometry (ωB97M-V/def2-TZVPD).

- Strongest force on any atom: 3.24 eV Å⁻¹
- DFT total energy: -11912.5845 eV
- Energy relative to the best compared isomer or geometry (same formula, charge and spin): 16.36 kcal per mole
- Highest occupied orbital energy: -4.563 eV
- Total charge: -1

Last column: Löwdin charge in e.
Element x y z (Å)
C -0.45 0.09 -2.10  -0.019
C -1.73 -0.46 -1.53  -0.573
O -2.61 -1.00 -2.21  -0.046
N -2.12 0.05 -0.33  0.146
H -3.02 -0.14 0.06  0.091
H -1.48 0.66 0.18  0.061
H -0.65 0.85 -2.84  0.080
H 0.34 -0.62 -2.31  0.082
H 0.05 0.58 -1.25  0.041
C 1.82 -0.27 2.35  -0.054
C 1.49 0.25 0.94  -0.767
O 2.29 0.10 0.01  -0.069
O 0.40 0.89 0.89  -0.136
H 0.98 -0.85 2.71  0.060
H 1.88 0.55 3.07  0.057
H 2.81 -0.69 2.37  0.046

=====

No. 4
Entry from OMol25: 7 unconnected molecules or ions with the total composition C3H18IO6 (ωB97M-V/def2-TZVPD).

- Strongest force on any atom: 0.61 eV Å⁻¹
- DFT total energy: -23792.5243 eV
- Energy relative to the best compared isomer or geometry (same formula, charge and spin): 0.00 kcal per mole
- Highest occupied orbital energy: -5.532 eV
- Total charge: -1

Last column: Löwdin charge in e.
Element x y z (Å)
I 0.28 1.59 -0.18  0.234
O -2.09 3.50 -2.42  -0.105
H -1.62 4.00 -3.10  0.020
H -1.40 2.99 -1.98  -0.085
O 3.46 -0.33 0.44  -0.116
H 3.69 -0.76 -0.39  0.018
H 2.65 0.17 0.23  -0.106
O 1.62 4.85 -0.79  -0.134
H 1.17 4.01 -0.55  -0.140
H 2.54 4.61 -0.89  0.017
O 0.15 4.11 2.65  -0.109
H 0.89 3.58 2.96  0.020
H -0.11 3.68 1.82  -0.066
O -3.13 0.72 -0.19  -0.131
H -3.34 -0.03 -0.76  0.015
H -2.18 0.91 -0.39  -0.146
C 0.73 -2.84 -0.52  -0.068
C -0.58 -2.86 0.25  -0.512
C -0.83 -4.20 0.92  -0.076
O -0.55 -1.88 1.27  -0.079
H 0.84 -1.91 -1.08  0.059
H 0.80 -3.66 -1.24  0.073
H 1.56 -2.91 0.19  0.081
H -1.45 -2.69 -0.41  0.131
H 0.03 -4.55 1.50  0.078
H -1.05 -4.97 0.18  0.073
H -1.64 -4.13 1.64  0.076
H -0.42 -1.02 0.85  -0.020

=====

No. 5
Entry from OMol25: a single C2H3N3 molecule in a non-equilibrium geometry (ωB97M-V/def2-TZVPD).

- Strongest force on any atom: 3.55 eV Å⁻¹
- DFT total energy: -6591.7771 eV
- SMILES string: c1cn[nH]n1
- Energy relative to the best compared isomer or geometry (same formula, charge and spin): 18.41 kcal per mole
- Highest occupied orbital energy: -10.230 eV
- Total charge: 0

Last column: Löwdin charge in e.
Element x y z (Å)
C -0.74 -0.69 0.00  -0.159
C -0.73 0.71 -0.03  -0.158
N 0.53 1.12 -0.03  0.030
N 1.22 0.01 -0.01  -0.132
N 0.52 -1.10 0.03  0.026
H -1.56 -1.38 0.02  0.088
H -1.55 1.40 -0.05  0.088
H 2.32 -0.05 0.07  0.217